No. 1
C9H18AsKNO5 | ωB97M-V/def2-TZVPD

Last column: Löwdin charge in e.
Cartesian coordinates (Å):
K1 1.999705 -0.749121 0.616325  0.780
O1 1.554973 1.955003 1.393887  -0.144
C1 0.147008 2.105981 1.393926  -0.252
C2 -0.532597 1.148225 2.353643  -0.180
N1 -0.316113 -0.247648 1.968868  -0.221
C3 -1.455787 -0.783033 1.233153  -0.131
C4 -1.198050 -1.990139 0.290100  -0.721
O2 -2.162638 -2.742455 0.115643  -0.031
O3 -0.060188 -2.042962 -0.267457  -0.205
C5 0.039718 -1.083077 3.109266  -0.126
C6 1.352014 -0.675714 3.829910  -0.694
O4 1.474633 -1.067196 4.990353  -0.015
O5 2.204356 -0.015848 3.143669  -0.164
H1 1.799300 1.383245 2.162072  0.023
H2 -0.222554 1.936738 0.374251  0.095
H3 -0.115008 3.139353 1.658902  0.111
H4 -1.605898 1.381452 2.409068  0.122
H5 -0.127126 1.315091 3.354950  0.130
H6 -1.824039 0.006249 0.568184  0.109
H7 -2.287226 -1.042355 1.904379  0.120
H8 0.179640 -2.108745 2.748509  0.130
H9 -0.759832 -1.126041 3.862417  0.125
C7 -1.164707 0.516639 -2.360577  -0.321
As1 0.765157 0.221719 -2.496079  1.047
C8 0.647623 -1.513856 -3.387454  -0.335
C9 1.050267 1.318600 -4.110442  -0.362
H10 -1.612605 0.478152 -3.354761  0.021
H11 -1.379355 1.480923 -1.900559  0.013
H12 -1.588683 -0.275661 -1.745316  0.009
H13 -0.047601 -1.470511 -4.227477  0.021
H14 0.295915 -2.223204 -2.637447  0.005
H15 1.629744 -1.820042 -3.750204  0.013
H16 0.328879 1.050152 -4.884150  0.012
H17 2.058267 1.166219 -4.496807  0.006
H18 0.932805 2.373866 -3.862747  0.009

Atoms 1-2, force components in eV/Å:
K 0.020 0.012 -0.104
O 0.006 -0.034 0.013

relative energy (zero: lowest compared OMol25 entry of this formula, charge and spin): 0.00 kcal/mol
net charge: -1
LUMO: 2.192 eV
HOMO-LUMO gap: 7.58 eV
HOMO level: -0.198 Ha

No. 2
C6H8N2 | ωB97M-V/def2-TZVPD

Last column: Löwdin charge in e.
Cartesian coordinates (Å):
C1 0.843046 1.262516 -0.260154  -0.086
C2 -0.416469 1.339079 -0.127367  -0.195
C3 -1.108987 0.358210 0.509973  -0.277
C4 -1.935054 -0.572935 -0.294219  -0.143
N1 -0.859741 -1.059215 0.320332  -0.111
N2 0.090324 -1.891336 -0.120057  0.049
C5 1.201795 -1.438946 -0.136160  -0.201
C6 1.658516 -0.015012 0.221668  -0.117
H1 1.351835 2.241987 -0.679531  0.138
H2 -0.822823 2.433472 -0.207817  0.156
H3 -1.526753 0.601540 1.479140  0.150
H4 -1.818811 -0.217120 -1.520542  0.180
H5 -2.975260 -0.825046 -0.144684  0.094
H6 1.936979 -2.402598 -0.413830  0.160
H7 2.785527 0.169050 0.108791  0.123
H8 1.595872 0.016354 1.264454  0.080

Atoms 1-2, force components in eV/Å:
C 5.732 0.393 -1.573
C -1.244 5.951 -0.535

relative energy (zero: lowest compared OMol25 entry of this formula, charge and spin): 130.07 kcal/mol
net charge: 0
LUMO: 1.024 eV
SMILES: C1=C[C@H]2CN2N=CC1
HOMO-LUMO gap: 9.51 eV
HOMO level: -0.312 Ha

No. 3
C46H42N9O5STeV | ωB97M-V/def2-TZVPD

Last column: Löwdin charge in e.
Cartesian coordinates (Å):
V1 16.724504 13.689686 12.496171  0.983
C1 13.465823 17.387518 6.596994  -0.046
C2 14.460447 17.032243 7.639055  -0.293
C3 14.787974 15.682837 7.903820  -0.011
C4 15.594899 15.413085 8.995022  -0.043
C5 16.107851 16.433537 9.791564  -0.264
C6 15.915622 17.735354 9.473515  -0.043
C7 15.070855 18.007618 8.383349  -0.035
S1 17.179102 16.025949 11.166951  0.655
O1 18.113656 17.063962 11.238136  -0.229
O2 17.631321 14.622973 10.960287  -0.393
N1 16.247844 15.710440 12.431561  -0.191
C8 15.439189 16.691381 13.089464  -0.360
C9 14.248701 16.228062 13.686896  -0.003
C10 13.449704 17.153358 14.353092  -0.081
C11 13.833034 18.460074 14.418846  -0.082
C12 15.054845 18.780372 13.851295  -0.122
N2 15.871559 17.930753 13.195773  0.129
H1 12.500983 16.888505 6.760807  0.088
H2 13.910337 17.152466 5.619595  0.094
H3 13.356784 18.468090 6.717052  0.074
H4 14.370547 14.853495 7.324437  0.123
H5 15.728453 14.379636 9.293148  0.085
H6 16.280394 18.538958 10.087369  0.115
H7 14.720340 19.018517 8.258671  0.108
H8 13.895108 15.189111 13.539174  0.103
H9 12.512831 16.770084 14.723816  0.104
H10 13.224997 19.157916 14.935993  0.092
H11 15.551676 19.750234 13.996022  0.112
N3 19.866484 8.779035 10.229940  0.108
C13 18.996612 9.684869 10.743722  -0.314
C14 18.543123 10.745401 9.965703  0.012
C15 17.811124 11.752772 10.549120  -0.161
N4 17.404538 11.735969 11.792406  -0.026
C16 17.742887 10.686440 12.576047  -0.099
C17 18.587342 9.669534 12.114738  0.021
H12 19.575987 8.324233 9.391856  0.095
H13 20.242440 8.101840 10.920235  0.117
H14 18.946579 10.786028 8.971564  0.120
H15 17.471804 12.604619 9.926406  0.106
H16 17.408104 10.755841 13.594069  0.095
H17 18.863170 8.938273 12.859413  0.105
C18 16.473725 11.672857 17.323895  -0.032
C19 15.238706 11.469696 16.487487  -0.555
C20 14.854811 9.994862 16.384508  -0.024
C21 14.001672 12.197302 17.114763  -0.018
C22 15.512689 12.100568 15.177646  -0.048
N5 15.819617 12.638519 14.192033  0.186
H18 16.292119 11.187581 18.276557  0.097
H19 16.616613 12.755238 17.294502  0.078
H20 17.422512 11.335663 16.881902  0.104
H21 14.998439 9.584120 17.367621  0.085
H22 15.454053 9.419270 15.705695  0.085
H23 13.830027 9.831374 16.096696  0.077
H24 13.834293 11.685820 18.055858  0.087
H25 13.095046 12.162550 16.483499  0.086
H26 14.107020 13.269101 17.324748  0.095
Te1 9.888471 12.833695 13.890041  1.312
C23 9.562962 10.776849 13.966380  -0.595
C24 10.630155 9.933025 14.140544  -0.179
C25 10.463534 8.559245 13.972577  -0.056
C26 9.212401 8.067909 13.493713  -0.075
C27 8.140839 8.906308 13.327920  -0.099
C28 8.305123 10.271303 13.561745  -0.143
C29 10.324155 12.870151 11.828593  -0.561
C30 10.083845 11.862916 10.915906  -0.103
C31 10.453646 12.123427 9.586169  -0.082
C32 11.050793 13.274677 9.205733  -0.099
C33 11.319587 14.257259 10.119475  -0.087
C34 10.932688 14.045621 11.393049  -0.202
H27 11.632147 10.209477 14.365286  0.068
H28 11.351118 7.921176 14.101715  0.106
H29 9.120140 7.071200 13.109801  0.098
H30 7.185138 8.489959 13.074595  0.101
H31 7.459020 10.960071 13.403152  0.100
H32 9.657232 10.897102 11.161587  0.101
H33 10.211942 11.323933 8.868007  0.118
H34 11.419039 13.346666 8.220488  0.096
H35 11.811592 15.168829 9.832486  0.109
H36 11.094514 14.864931 12.095392  0.088
O3 16.968739 14.558274 15.584742  0.066
C35 18.002933 14.111515 15.162866  -0.440
N6 18.223137 13.703042 13.845631  0.017
C36 19.516895 13.183937 13.736549  -0.396
O4 19.980028 12.605825 12.796794  0.109
C37 20.179321 13.240678 15.146331  -0.056
C38 21.444070 12.909248 15.599252  0.007
C39 21.684392 13.205212 16.953433  -0.089
C40 20.827136 13.827172 17.817428  -0.055
C41 19.526470 14.163299 17.314051  0.007
C42 19.253950 13.859178 16.000287  -0.100
H37 22.181594 12.584108 14.958893  0.092
H38 22.726778 12.969039 17.254334  0.115
H39 21.062883 13.946758 18.842292  0.091
H40 18.724405 14.583005 17.904716  0.114
N7 13.382877 12.004805 12.761911  0.179
C43 14.241331 12.009732 11.695506  -0.497
O5 14.984710 13.047184 11.578025  -0.153
C44 14.304308 10.906013 10.859441  -0.182
C45 14.992518 11.197843 9.630173  -0.214
N8 15.482215 11.689436 8.720691  0.163
C46 13.838987 9.587697 11.240782  -0.212
N9 13.448087 8.659208 11.773332  0.133
H41 13.199197 12.960637 13.116614  0.091
H42 12.547675 11.500151 12.600822  0.044

Atoms 1-2, force components in eV/Å:
V -0.976 -0.798 0.187
C 0.280 0.493 -0.021

relative energy (zero: lowest compared OMol25 entry of this formula, charge and spin): 12.71 kcal/mol
2S+1: 3
net charge: 0
LUMO (spin up / spin down): -0.466 / 0.306 eV
HOMO-LUMO gap (spin up / spin down): 7.51 / 8.28 eV
HOMO level (spin up / spin down): -0.293 / -0.293 Ha

No. 4
C4H10O2 | ωB97M-V/def2-TZVPD

Last column: Löwdin charge in e.
Cartesian coordinates (Å):
C1 -2.111499 0.376036 0.382126  -0.053
C2 -0.640478 0.049108 0.517213  -0.485
O1 -0.532245 -1.331061 0.806411  -0.044
C3 0.174779 0.362497 -0.719045  -0.155
C4 1.684694 0.192636 -0.467306  -0.226
O2 2.101089 -0.903695 0.364951  -0.080
H1 -2.616623 0.125607 1.318394  0.081
H2 -2.260584 1.439451 0.166056  0.081
H3 -2.559246 -0.217371 -0.422868  0.085
H4 -0.207593 0.652738 1.334211  0.147
H5 0.422002 -1.490763 0.907183  0.062
H6 0.045220 1.407378 -1.045263  0.125
H7 -0.183963 -0.259218 -1.555691  0.126
H8 2.081111 1.082470 0.042293  0.122
H9 2.046261 0.100115 -1.486218  0.111
H10 2.557076 -1.585925 -0.142450  0.102

Atoms 1-2, force components in eV/Å:
C -0.060 0.018 0.015
C -0.109 0.364 0.016

relative energy (zero: lowest compared OMol25 entry of this formula, charge and spin): 18.38 kcal/mol
net charge: 0
LUMO: 0.760 eV
SMILES: C[C@@H](O)CCO
HOMO-LUMO gap: 10.57 eV
HOMO level: -0.360 Ha

No. 5
C28H20N3OsSeTe | ωB97M-V/def2-TZVPD

Last column: Löwdin charge in e.
Cartesian coordinates (Å):
Os1 0.334536 0.096054 -0.050086  0.874
N1 -4.566657 -6.829787 5.690518  0.179
C1 -4.037740 -6.029680 5.059002  -0.169
C2 -3.374701 -5.026148 4.267333  -0.214
C3 -3.992688 -3.797412 4.049282  -0.001
C4 -3.356523 -2.836141 3.283089  -0.005
C5 -2.100642 -3.095790 2.744425  -0.207
C6 -1.482522 -4.321497 2.968300  -0.002
C7 -2.120063 -5.290072 3.724331  0.000
C8 -1.411878 -2.058282 1.926289  -0.034
C9 -0.369562 -1.362596 2.532635  -0.237
C10 0.083543 -1.480284 3.863393  0.026
C11 1.118140 -0.579678 4.039814  -0.032
C12 1.288373 0.074506 2.819177  -0.124
N2 0.404151 -0.373146 1.909753  -0.198
C13 -1.879015 -1.868456 0.622880  -0.238
C14 -2.925769 -2.553139 -0.019746  0.027
C15 -3.062128 -2.021973 -1.294109  -0.030
C16 -2.095038 -1.031132 -1.416828  -0.121
N3 -1.379578 -0.916738 -0.276182  -0.192
H1 -4.965569 -3.602419 4.478921  0.128
H2 -3.832837 -1.879669 3.107398  0.132
H3 -0.505631 -4.519820 2.545197  0.133
H4 -1.650934 -6.248769 3.897403  0.129
H5 -0.328407 -2.153417 4.598131  0.129
H6 1.690479 -0.403378 4.934990  0.114
H7 2.006663 0.838612 2.561155  0.118
H8 -3.505891 -3.348665 0.419689  0.129
H9 -3.770319 -2.312041 -2.051902  0.114
H10 -1.878915 -0.398810 -2.264054  0.105
Se1 1.952813 0.475780 -1.556225  0.131
Te1 -0.579231 2.844091 0.271912  1.380
C17 -1.934547 3.305626 -1.261185  -0.526
C18 -2.871507 4.302384 -1.016836  -0.135
C19 -3.753229 4.663215 -2.026376  -0.063
C20 -3.698523 4.029827 -3.259965  -0.060
C21 -2.764335 3.029888 -3.493665  -0.067
C22 -1.877647 2.662180 -2.492097  -0.154
C23 1.031554 4.054374 -0.322880  -0.535
C24 1.586696 4.904390 0.624989  -0.146
C25 2.664396 5.706360 0.270034  -0.070
C26 3.168849 5.660773 -1.020462  -0.063
C27 2.601013 4.814643 -1.965187  -0.064
C28 1.531559 4.003801 -1.618284  -0.170
H11 -2.917100 4.796122 -0.054691  0.097
H12 -4.483292 5.440971 -1.846207  0.114
H13 -4.387773 4.316077 -4.043125  0.113
H14 -2.723754 2.537332 -4.456294  0.113
H15 -1.144271 1.884962 -2.674007  0.070
H16 1.184315 4.952174 1.629339  0.093
H17 3.102292 6.370846 1.003073  0.112
H18 4.005520 6.289709 -1.294611  0.113
H19 2.993698 4.783708 -2.973022  0.114
H20 1.090850 3.345255 -2.356140  0.071

Atoms 1-2, force components in eV/Å:
Os 0.033 -0.081 -0.042
N 0.017 0.029 -0.022

2S+1: 5
net charge: +1
LUMO (spin up / spin down): -4.446 / -5.019 eV
HOMO-LUMO gap (spin up / spin down): 6.13 / 6.42 eV
HOMO level (spin up / spin down): -0.389 / -0.420 Ha

No. 6
C22H34N5O5S | ωB97M-V/def2-TZVPD

Last column: Löwdin charge in e.
Cartesian coordinates (Å):
C1 0.558965 4.890722 -0.584450  -0.078
C2 0.328750 3.241439 -0.640070  -0.337
O1 -0.122307 2.958399 -2.039193  -0.125
C3 -0.847437 2.895291 0.449302  -0.172
N1 -0.591077 1.677252 1.307257  -0.096
C4 -1.047719 0.389156 0.665771  -0.165
C5 0.144520 -0.575454 0.091597  -0.149
O2 1.338900 -0.675485 0.943862  -0.057
C6 2.446503 0.162941 0.458282  -0.098
N2 2.964831 0.475200 -0.928155  0.162
C7 4.174567 1.378348 -0.609509  -0.136
N3 4.964951 1.865102 -1.603881  0.051
C8 6.154801 2.777185 -1.527144  -0.116
C9 5.692216 4.353034 -1.819098  -0.193
O3 4.524167 4.391206 -2.712212  -0.122
N4 4.361924 1.630267 0.847814  -0.081
C10 5.338075 2.363004 1.711750  -0.175
S1 4.983293 4.233326 1.878734  0.813
O4 6.309702 5.002703 1.658920  -0.408
O5 3.795209 4.708577 1.010101  -0.406
N5 3.332677 0.898743 1.443479  0.081
H1 1.307776 5.077912 0.298508  0.061
H2 1.053359 5.304172 -1.573073  0.096
H3 -0.451460 5.442169 -0.301160  0.097
H4 1.345872 2.675663 -0.422423  0.120
H5 0.732482 2.772906 -2.541286  0.101
H6 -1.899872 2.842698 -0.059695  0.144
H7 -0.886660 3.823661 1.198631  0.131
H8 0.380625 1.633679 1.682813  0.088
H9 -1.715494 -0.254647 1.384228  0.101
H10 -1.741219 0.651330 -0.270039  0.151
H11 -0.315440 -1.676538 0.041038  0.144
H12 0.409477 -0.317443 -1.043492  0.145
H13 4.676535 1.581463 -2.590345  0.186
H14 6.847958 2.657271 -0.597490  0.121
H15 6.839758 2.502401 -2.467430  0.154
H16 5.600604 4.998485 -0.848937  0.105
H17 6.598684 4.823275 -2.437157  0.143
H18 4.677750 3.776829 -3.513436  0.120
H19 5.180413 1.951425 2.822569  0.146
H20 6.483699 2.145630 1.483555  0.149
H21 4.604715 4.502062 3.234134  0.113
H22 3.162069 0.809985 2.471056  0.183
C11 -5.096118 -3.198385 3.240694  -0.081
C12 -4.248314 -2.158542 3.621116  -0.088
C13 -2.949795 -2.096278 3.116357  -0.112
C14 -2.501970 -3.069459 2.222553  -0.105
C15 -3.351095 -4.107218 1.839241  -0.098
C16 -4.646566 -4.174619 2.351257  -0.098
H23 -6.106921 -3.248470 3.636942  0.106
H24 -4.599632 -1.396441 4.312249  0.104
H25 -2.287233 -1.289664 3.418183  0.093
H26 -1.491683 -3.018379 1.825284  0.086
H27 -3.002478 -4.864626 1.141425  0.098
H28 -5.305959 -4.986296 2.056692  0.104
C17 -5.684218 -6.535625 -3.542757  -0.094
C18 -5.025890 -7.070410 -2.435789  -0.096
C19 -4.846377 -6.296940 -1.289347  -0.099
C20 -5.334456 -4.990630 -1.246347  -0.097
C21 -5.996107 -4.457158 -2.352020  -0.094
C22 -6.167413 -5.227543 -3.501849  -0.095
H29 -5.820922 -7.137584 -4.437294  0.102
H30 -4.651663 -8.090642 -2.466891  0.101
H31 -4.327467 -6.711658 -0.429431  0.094
H32 -5.198969 -4.389363 -0.351231  0.075
H33 -6.377837 -3.439683 -2.317744  0.101
H34 -6.678060 -4.809741 -4.365022  0.101

Atoms 1-2, force components in eV/Å:
C 0.574 -0.540 0.846
C -0.501 2.011 -0.454

net charge: +1
LUMO: -3.884 eV
HOMO-LUMO gap: 6.72 eV
HOMO level: -0.390 Ha